# 1
Formula: C49H44ClN7PRe
Source: the Open Molecules 2025 dataset
Level of theory: ωB97M-V with the def2-TZVPD basis set

XYZ file:
```
103
Properties=species:S:1:pos:R:3:mulliken_charge:R:1
Re 0.3928 0.4880 -0.3264 1.34
C -1.1557 -4.9920 -0.0581 -1.05
N -1.3712 -3.5434 -0.1213 0.43
C -0.4113 -2.5963 -0.1017 -0.47
N -0.9721 -1.3806 -0.0978 0.56
C -2.3391 -1.5721 -0.0853 -1.12
C -2.5969 -2.9246 -0.1355 0.73
C -3.8815 -3.6409 -0.1282 0.15
C -4.1491 -4.6421 -1.0612 -0.36
C -5.3683 -5.3014 -1.0442 -0.78
C -6.3240 -4.9680 -0.0948 -0.48
C -6.0645 -3.9672 0.8323 -0.83
C -4.8498 -3.3019 0.8159 -0.20
C -3.3295 -0.4860 -0.0040 0.94
C -4.3593 -0.3839 -0.9374 -0.45
C -5.3096 0.6189 -0.8171 -0.82
C -5.2503 1.5194 0.2391 -0.59
C -4.2464 1.4039 1.1922 -0.50
C -3.2927 0.4003 1.0713 -0.95
P 1.3645 -2.9698 0.0547 -0.49
C 1.8413 -2.0296 -1.4218 -0.63
N 1.3500 -0.8159 -1.6068 0.68
C 1.6103 -0.4244 -2.8953 -0.33
C 2.3319 -1.4198 -3.5072 1.39
N 2.4527 -2.4224 -2.5524 0.32
C 3.0859 -3.7287 -2.7684 -1.01
C 2.8669 -1.5005 -4.8712 0.03
C 4.2019 -1.8346 -5.0989 -0.31
C 4.7015 -1.8409 -6.3913 -0.81
C 3.8731 -1.5220 -7.4584 -0.44
C 2.5408 -1.1960 -7.2363 -0.85
C 2.0374 -1.1804 -5.9466 -0.28
C 1.0327 0.8587 -3.2831 0.18
C -0.2221 1.1945 -2.7169 -0.62
C -0.8104 2.4372 -2.9969 -0.35
C -0.1576 3.3372 -3.8111 -0.75
C 1.0780 3.0000 -4.3653 -0.78
C 1.6746 1.7737 -4.1035 -0.50
C 1.7122 -1.6776 1.3025 -0.41
N 1.2410 -0.4143 1.3807 0.53
C 1.5666 0.0796 2.6449 -0.70
C 2.2470 -0.9125 3.3120 0.57
N 2.3278 -1.9844 2.4528 0.27
C 3.0376 -3.2381 2.7365 -1.05
C 2.8998 -0.8793 4.6295 -0.06
C 3.7503 0.1830 4.9343 -0.10
C 4.3972 0.2231 6.1576 -0.89
C 4.1936 -0.7896 7.0862 -0.48
C 3.3360 -1.8411 6.7942 -0.83
C 2.6922 -1.8898 5.5677 -0.19
C 1.1001 1.3378 3.2701 1.06
C 0.5118 1.2454 4.5343 -0.81
C 0.0623 2.3788 5.1917 -0.84
C 0.1797 3.6279 4.5976 -0.72
C 0.7709 3.7361 3.3469 -0.59
C 1.2374 2.6013 2.6952 -0.40
H -0.2843 -5.2060 0.5553 0.42
H -1.0090 -5.4034 -1.0547 0.33
H -2.0307 -5.4520 0.3905 0.46
H -3.4220 -4.8828 -1.8281 0.44
H -5.5745 -6.0691 -1.7773 0.43
H -7.2718 -5.4884 -0.0783 0.44
H -6.8074 -3.7109 1.5752 0.45
H -4.6439 -2.5324 1.5499 0.49
H -4.4120 -1.0862 -1.7600 0.58
H -6.1059 0.6934 -1.5452 0.50
H -6.0007 2.2925 0.3341 0.48
H -4.2336 2.0702 2.0461 0.51
H -2.5559 0.2450 1.8544 0.77
H 3.0065 -3.9849 -3.8207 0.43
H 2.5744 -4.4794 -2.1713 0.39
H 4.1349 -3.6935 -2.4833 0.35
H 4.8617 -2.0577 -4.2691 0.46
H 5.7406 -2.0840 -6.5656 0.43
H 4.2653 -1.5323 -8.4662 0.44
H 1.8940 -0.9600 -8.0702 0.44
H 0.9938 -0.9459 -5.7727 0.53
H -0.8724 0.4036 -2.3061 0.75
H -1.7979 2.6679 -2.6153 0.60
H -0.6078 4.2948 -4.0332 0.49
H 1.5839 3.7083 -5.0084 0.48
H 2.6396 1.5315 -4.5296 0.64
H 3.8419 -3.0243 3.4339 0.46
H 3.4581 -3.6370 1.8182 0.44
H 2.3648 -3.9680 3.1816 0.33
H 3.9122 0.9701 4.2078 0.46
H 5.0681 1.0402 6.3847 0.45
H 4.7016 -0.7577 8.0404 0.44
H 3.1648 -2.6213 7.5230 0.44
H 1.9947 -2.6934 5.3620 0.47
H 0.3884 0.2777 5.0023 0.58
H -0.3796 2.2843 6.1743 0.49
H -0.1685 4.5125 5.1132 0.48
H 0.8980 4.7086 2.8884 0.52
H 1.7772 2.7272 1.7674 0.44
N -0.8227 2.1130 0.4553 -0.79
H -0.8213 2.2255 1.4716 0.26
H -1.7994 2.0356 0.1615 0.14
H -0.4387 2.9803 0.0689 0.42
Cl 1.7810 3.3899 -0.8551 -0.08
C 2.1608 1.6902 -0.4543 -1.32
H 2.7199 1.6972 0.4796 0.69
H 2.8151 1.3182 -1.2402 0.58
```

Summary:
LUMO energy (spin up / spin down)   -8.8 / -9.6 eV
Spin multiplicity   4
Orbital gap (spin up / spin down)   6.393 / 5.611 eV
Total charge   +3
Highest occupied orbital energy (spin up / spin down)   -15.20 / -15.20 eV

=====

# 2
Formula: C49H45ClN10O6Tl
Source: the Open Molecules 2025 dataset
Level of theory: ωB97M-V with the def2-TZVPD basis set

XYZ file:
```
112
Properties=species:S:1:pos:R:3:mulliken_charge:R:1
Tl -4.0730 -22.7304 -2.6459 0.68
C -5.2008 -27.7737 -2.1201 -0.70
C -4.5786 -28.4895 -3.1633 -0.24
C -3.2914 -28.1829 -3.5327 -0.81
C -2.6626 -27.0119 -2.8693 0.36
N -3.4288 -26.2118 -2.0466 -0.13
C -4.6058 -26.6183 -1.6815 0.06
N -1.4066 -26.7228 -3.2078 -0.38
C -0.4755 -25.8714 -2.8150 -0.11
N -0.5359 -24.5595 -2.4788 -0.21
C 0.7221 -24.0804 -2.1857 -0.06
N 1.0331 -23.0577 -1.4028 -0.56
C 0.3782 -21.8768 -1.2556 0.22
C 0.3446 -21.2943 0.0558 -0.77
C -0.3762 -20.1355 0.2906 -0.47
C -1.1004 -19.6185 -0.8239 -0.91
C -1.0137 -20.2372 -2.0629 0.00
N -0.3148 -21.3470 -2.2841 0.31
C 1.6959 -25.1589 -2.5904 0.31
C 3.0640 -25.1970 -2.5771 -0.22
C 3.6830 -26.4526 -2.7550 -0.61
C 2.8978 -27.5530 -2.9282 -0.56
C 1.5411 -27.4884 -3.1052 -0.23
C 0.9202 -26.2671 -2.8969 -0.02
H -6.0957 -28.2252 -1.5879 0.27
H -5.0706 -29.3099 -3.6365 0.43
H -2.7129 -28.7229 -4.2624 0.42
H -5.1584 -25.9301 -1.0364 0.26
H 1.0340 -21.7169 0.7447 0.53
H -0.3542 -19.6331 1.2777 0.35
H -1.5311 -18.6174 -0.7597 0.38
H -1.5999 -19.8315 -2.9335 0.43
H 3.5955 -24.2731 -2.3884 0.52
H 4.7539 -26.5927 -2.7023 0.42
H 3.3939 -28.5407 -3.0931 0.28
H 0.9627 -28.3087 -3.4320 0.57
O -4.1877 -23.4854 2.2488 -0.74
C -5.0895 -23.5451 3.2075 0.42
C -4.6904 -23.7566 4.5313 -0.60
C -5.6722 -23.7313 5.5116 -0.16
C -7.0387 -23.5977 5.1984 -0.61
C -7.4638 -23.3967 3.8640 -0.40
C -6.4584 -23.4678 2.8816 0.22
C -6.8562 -23.3732 1.4431 0.43
O -5.9597 -23.4889 0.5368 -0.33
N -8.0955 -22.8663 1.1738 -0.67
N -8.1949 -22.6086 -0.1096 0.39
C -9.2547 -22.2501 -0.8035 -0.75
C -9.2613 -22.2741 -2.2237 0.92
C -10.2595 -21.6578 -2.9824 -0.68
C -10.1879 -21.4033 -4.3425 -0.27
C -9.0519 -21.8433 -5.0538 -0.65
C -8.0110 -22.4312 -4.3386 -0.19
C -8.1496 -22.8931 -2.9886 0.65
O -7.3373 -23.7372 -2.5996 -0.47
H -5.0229 -23.4545 1.1523 0.40
H -3.6190 -23.9019 4.7467 0.40
H -5.3356 -23.8536 6.6309 0.22
H -7.7819 -23.6012 5.9876 0.36
H -8.5079 -23.3813 3.6779 0.45
H -10.0997 -21.7239 -0.2922 0.27
H -11.1810 -21.3071 -2.4398 0.24
H -11.0807 -20.9429 -4.7751 0.37
H -8.8912 -21.6222 -6.0967 0.37
H -7.0297 -22.6162 -4.7804 0.31
O -5.1902 -20.7542 -3.5583 -0.56
C -4.5539 -19.8351 -2.9476 0.08
O -3.6900 -20.0877 -2.0607 -0.53
H -4.8526 -18.8075 -3.3129 0.31
C 2.6277 -18.7529 -6.7992 -1.88
C 1.8994 -19.9982 -6.3605 2.51
C 3.0148 -20.9623 -5.9342 -1.53
C 0.9495 -19.6309 -5.2582 -1.81
C 1.0245 -20.5875 -7.5339 1.18
O -0.0264 -19.6850 -7.7824 -0.56
C 1.6843 -20.9500 -8.9076 -1.83
C 2.8648 -21.9681 -9.0317 -1.29
C 2.6637 -23.4725 -8.8777 0.49
C 3.1702 -24.1340 -7.8067 0.02
C 2.9969 -25.5335 -7.6830 -0.92
C 2.3676 -26.2608 -8.7129 0.45
Cl 2.2804 -27.9984 -8.6422 -0.24
C 1.8492 -25.6032 -9.8454 -0.75
C 2.0674 -24.2406 -9.9112 -0.17
C 0.3316 -21.8878 -7.0381 -1.50
N -0.8936 -21.7835 -6.2156 0.96
C -1.4073 -22.7112 -5.3309 0.03
N -2.6287 -22.3548 -4.9390 -0.09
C -2.8675 -21.2041 -5.6455 -0.64
N -1.8493 -20.8611 -6.4100 -0.94
H 3.3121 -18.3898 -6.0050 0.47
H 1.9414 -17.9481 -7.1014 0.44
H 3.2075 -18.9703 -7.7418 0.30
H 3.6855 -20.4866 -5.1620 0.51
H 3.6806 -21.2666 -6.7205 0.39
H 2.6934 -21.9810 -5.4913 0.02
H 1.4873 -18.8993 -4.6209 0.51
H 0.6563 -20.4471 -4.5636 0.09
H -0.0337 -19.2863 -5.7010 0.29
H 0.3655 -18.8991 -8.2357 0.57
H 1.9366 -19.9965 -9.3592 0.46
H 0.8206 -21.3373 -9.4903 0.58
H 3.6693 -21.6519 -8.3254 0.34
H 3.0947 -21.7852 -10.0912 0.55
H 3.6650 -23.5986 -6.9761 0.22
H 3.2493 -26.0375 -6.7679 0.52
H 1.2271 -26.1240 -10.5688 0.39
H 1.8900 -23.6091 -10.8164 0.28
H 1.0361 -22.5664 -6.5432 0.34
H 0.1318 -22.4217 -7.9738 0.45
H -0.8525 -23.6291 -5.0072 0.27
H -3.8009 -20.6299 -5.5455 0.51
```

Summary:
LUMO energy (spin up / spin down)   -1.3 / -1.3 eV
Orbital gap (spin up / spin down)   2.708 / 2.707 eV
Total charge   -1
Highest occupied orbital energy (spin up / spin down)   -4.01 / -4.01 eV

=====

Short version: calculated total energy = -85878.159, -95940.581 eV, in the order given.